No. 1
{
  "formula": "C6H11N2",
  "method": "ωB97M-V/def2-TZVPD",
  "elements": ["N", "N", "C", "C", "C", "C", "C", "C", "H", "H", "H", "H", "H", "H", "H", "H", "H", "H", "H"],
  "xyz": [[0.8580, 1.3632, 1.1510], [1.2862, -0.2448, -0.4759], [-0.9052, 0.1526, 0.0656], [-2.7338, -1.4888, 0.3245], [0.4836, 0.4302, 0.3194], [-1.5503, -1.0188, 0.6282], [-1.4230, 1.0237, -0.8373], [2.6771, -0.1295, -0.6593], [2.8834, 0.6355, -1.4838], [-0.8995, -1.5729, 1.4246], [0.2269, 1.7140, 1.8926], [3.1049, -1.0155, -1.0132], [-3.4793, -1.0635, -0.3303], [-3.2349, -2.3077, 0.8048], [0.6923, -0.9468, -0.9448], [1.9081, 1.5175, 1.2447], [-2.4389, 1.1336, -1.1272], [3.3427, -0.0227, 0.1918], [-0.7982, 1.8406, -1.1754]],
  "atomic_forces_ev_per_a": [[2.3, 0.6, 1.2], [-1.9, -0.8, 0.8], [-2.6, 1.3, -1.6], [-1.9, -0.2, 0.0], [1.0, -0.3, -0.4], [2.1, -1.3, 2.2], [0.9, 0.1, 1.4], [1.7, 1.7, -1.7], [0.0, -0.7, 1.4], [-1.4, 0.9, -1.5], [0.6, -0.2, -1.0], [0.0, -1.7, -1.0], [0.5, 0.6, -0.6], [0.6, -0.6, 0.5], [1.3, 0.3, -0.3], [-2.1, 0.0, 0.2], [-0.7, -0.6, -0.2], [-0.6, 0.8, 0.7], [0.1, 0.0, -0.1]],
  "molar_mass_g_mol": 111.2,
  "energy_ha": -344.43537,
  "homo_ev": -13.134,
  "smiles": "C=CC(=C)C(=[NH2+])NC",
  "gap_ev": 9.522,
  "charge": 1,
  "de_lowest_kcal_mol": 50.1
}

---

No. 2
{
  "formula": "C6H11N2",
  "method": "ωB97M-V/def2-TZVPD",
  "elements": ["N", "N", "C", "C", "C", "C", "C", "C", "H", "H", "H", "H", "H", "H", "H", "H", "H", "H", "H"],
  "xyz": [[-0.3610, 1.0691, 0.8204], [0.7533, -1.2103, -0.0806], [-0.7715, 0.7003, -0.4856], [0.3762, 2.1988, -2.3472], [1.6721, -2.3258, -0.0633], [-0.2477, -0.7441, -0.8114], [-0.1587, 1.4460, -1.5726], [-1.4047, 0.8258, 1.8550], [-1.1453, 1.2223, 2.8840], [1.6253, -2.6973, 0.9849], [0.2132, 1.9611, 0.9888], [-1.7804, -0.2116, 1.9201], [1.4076, -2.9948, -0.9674], [0.9318, -0.5606, 0.7983], [2.7118, -2.2313, -0.2244], [0.9718, 2.6923, -3.0446], [-0.6322, -1.3049, -1.6899], [-2.2278, 1.4792, 1.7034], [-1.9337, 0.6857, -0.6679]],
  "atomic_forces_ev_per_a": [[0.8, 1.0, 2.0], [-1.1, 3.7, 1.0], [-1.4, -1.3, -0.8], [-0.6, -1.6, 1.1], [-2.0, -2.7, -1.3], [2.2, -1.3, 1.1], [0.4, 1.4, -0.4], [0.5, 0.9, 1.3], [0.6, -1.0, -1.1], [-0.4, -0.6, -1.0], [-1.6, -1.9, -0.9], [0.6, 0.4, -0.2], [0.0, 0.3, 2.1], [-0.8, -0.7, -2.1], [1.2, 1.8, -0.3], [0.4, 0.7, -0.7], [0.5, 0.4, 0.6], [-1.2, 0.4, -0.8], [2.0, 0.1, 0.6]],
  "molar_mass_g_mol": 111.2,
  "energy_ha": -344.34993,
  "homo_ev": -13.656,
  "smiles": "C#C[C@@H](/C=[NH+]/C)NC",
  "gap_ev": 9.147,
  "charge": 1,
  "de_lowest_kcal_mol": 103.7
}

---

No. 3
{
  "formula": "C6H11N2",
  "method": "ωB97M-V/def2-TZVPD",
  "elements": ["N", "N", "C", "C", "C", "C", "C", "C", "H", "H", "H", "H", "H", "H", "H", "H", "H", "H", "H"],
  "xyz": [[0.4320, 0.5046, -1.0823], [1.5980, -1.1874, -0.1764], [-0.8461, -0.7557, 0.5915], [1.3981, 0.8653, -2.0720], [-1.0575, 1.5683, 1.6851], [-1.4965, 0.4799, 1.0600], [-1.3585, -1.9632, 0.9122], [0.5098, -0.5041, -0.2421], [1.9316, -1.7640, 0.5797], [-1.9286, 2.1896, 2.0636], [-0.8832, -2.9143, 1.0659], [-2.5785, 0.4474, 1.1112], [1.2964, 0.0068, -2.8189], [2.4111, -0.7705, -0.6894], [0.9964, 1.7716, -2.4932], [-0.3612, 1.0734, -0.9776], [0.0158, 1.9119, 1.9659], [-2.4232, -1.9930, 1.2485], [2.3442, 1.0333, -1.7317]],
  "atomic_forces_ev_per_a": [[0.3, -0.9, 1.4], [3.4, -0.2, -0.8], [2.2, -0.3, -0.6], [-3.2, -1.8, -2.5], [0.6, 1.4, 1.0], [-0.9, 0.0, 0.1], [-0.9, 1.1, 0.5], [-3.4, 0.7, 1.7], [-0.8, -0.3, 0.2], [1.7, -0.4, -0.4], [0.5, -0.2, -1.0], [-0.1, -0.5, -0.4], [0.9, 1.4, 0.4], [-1.0, -0.8, 0.5], [0.3, 0.2, -0.5], [-1.2, 0.7, 0.0], [-2.0, -0.8, -0.8], [1.0, 0.3, 0.0], [2.6, 0.3, 1.0]],
  "molar_mass_g_mol": 111.2,
  "energy_ha": -344.42264,
  "homo_ev": -13.190,
  "smiles": "C=CC(=C)C(=[NH2+])NC",
  "gap_ev": 9.543,
  "charge": 1,
  "de_lowest_kcal_mol": 58.0
}

---

No. 4
{
  "formula": "C6H11N2",
  "method": "ωB97M-V/def2-TZVPD",
  "elements": ["N", "N", "C", "C", "C", "C", "C", "C", "H", "H", "H", "H", "H", "H", "H", "H", "H", "H", "H"],
  "xyz": [[-1.0703, 0.2788, 2.4271], [2.3947, 0.9271, -0.6201], [-1.4234, 0.4946, 0.2064], [-0.4314, -0.4349, 0.3622], [-1.8647, 0.9658, 1.4965], [-0.0066, -1.1640, -0.7270], [-0.1675, -0.5845, 1.7108], [-0.0635, -0.6616, -2.1941], [-1.8748, 0.7603, -0.7343], [-0.2769, -1.2651, -3.0903], [0.3463, -2.1989, -0.6291], [-0.5689, 0.3361, -2.2734], [2.4750, 1.4702, 0.1902], [-2.7074, 1.5259, 1.8671], [0.3550, -1.3246, 2.3190], [1.8157, 0.0848, -0.3498], [3.3108, 0.7639, -1.0471], [-1.0921, 0.0694, 3.4232], [0.8501, -0.0433, -2.3373]],
  "atomic_forces_ev_per_a": [[3.1, -3.1, -3.1], [-1.3, -1.7, -1.0], [-3.6, 4.1, 2.5], [1.3, -1.2, -0.9], [1.4, -2.2, -1.8], [-0.1, -0.7, -3.0], [-2.5, 0.9, 3.9], [-0.2, 2.0, 1.6], [0.0, 0.2, 0.2], [0.3, -0.3, 1.0], [0.3, 0.5, 0.3], [-0.8, -1.1, 0.3], [0.4, 1.0, 1.2], [0.1, 0.3, -0.4], [0.3, 0.4, -0.6], [1.9, 1.3, -0.6], [-0.6, -0.4, 0.5], [-0.6, 1.0, -0.2], [0.8, -1.1, 0.2]],
  "molar_mass_g_mol": 111.2,
  "energy_ha": -344.38693,
  "homo_ev": -13.284,
  "gap_ev": 7.128,
  "charge": 1,
  "de_lowest_kcal_mol": 80.5
}

---

No. 5
{
  "formula": "C6H11N2O",
  "method": "ωB97M-V/def2-TZVPD",
  "elements": ["O", "N", "N", "C", "C", "C", "C", "C", "C", "H", "H", "H", "H", "H", "H", "H", "H", "H", "H", "H"],
  "xyz": [[2.4097, 0.3621, -1.5112], [0.0482, 0.4699, 1.2062], [0.2321, 0.0738, -1.2690], [1.4596, 0.5477, 0.6800], [-2.1418, 0.1136, 0.0005], [-0.8426, 0.2360, 0.0098], [-0.0517, -0.3714, -2.6527], [-0.1992, -0.5973, 2.2088], [1.4913, 0.2571, -0.7849], [-0.3445, -1.4652, -2.7034], [1.9287, -0.2469, 1.2460], [-1.2591, -0.9050, 2.2497], [0.3602, -1.4305, 1.8484], [0.9514, -0.1569, -3.0412], [-0.2081, 1.4073, 1.6499], [-2.5116, -0.1824, -0.9411], [-0.7886, 0.2738, -3.0981], [1.9766, 1.4404, 0.8728], [0.1558, -0.4137, 3.2333], [-2.6664, 0.5876, 0.7962]],
  "atomic_forces_ev_per_a": [[2.9, -0.2, -0.6], [-1.5, 2.7, -0.4], [-4.2, -0.4, 4.6], [0.0, -2.0, 1.1], [1.4, 0.9, -0.1], [4.1, -0.9, -3.5], [0.6, -0.5, 1.3], [-0.3, -1.0, 0.8], [-2.7, 0.6, -0.6], [0.5, 1.3, 0.1], [0.7, -0.1, -0.2], [0.5, 0.6, -0.2], [0.2, -0.8, -0.2], [-0.4, -0.5, -0.8], [0.3, -1.3, -0.8], [-1.1, -0.1, -0.7], [-0.3, 0.1, -0.2], [0.2, 1.4, 0.5], [0.0, 0.7, -0.6], [-0.9, -0.5, 0.5]],
  "molar_mass_g_mol": 127.2,
  "energy_ha": -419.64278,
  "homo_ev": -13.665,
  "smiles": "C=C1N(C)C(=O)C[N@@H+]1C",
  "gap_ev": 10.117,
  "charge": 1,
  "de_lowest_kcal_mol": 71.6
}

---

No. 6
{
  "formula": "C6H11N2O",
  "method": "ωB97M-V/def2-TZVPD",
  "elements": ["O", "N", "N", "C", "C", "C", "C", "C", "C", "H", "H", "H", "H", "H", "H", "H", "H", "H", "H", "H"],
  "xyz": [[0.1535, -0.5765, 3.1977], [0.7587, 0.4489, -1.2458], [-0.4508, 2.3733, -1.2789], [0.9753, -0.9161, -1.2044], [0.7466, -0.6932, 1.9459], [0.1569, -1.4461, 1.0186], [0.6387, -1.7918, -0.2471], [-1.5280, 0.3537, -0.4080], [-0.3690, 1.0811, -1.0471], [-1.7459, -0.5814, -0.9123], [-0.6094, -2.1176, 1.4185], [-2.5224, 0.9350, -0.2980], [1.6162, -0.1969, 1.6575], [-1.2439, 0.2919, 0.6254], [-1.1788, 3.1602, -0.9981], [1.4310, 1.0320, -1.6524], [0.6941, 0.0284, 3.5605], [0.7098, -2.7932, -0.4511], [1.3598, -1.3559, -2.1183], [0.4079, 2.7641, -1.5626]],
  "atomic_forces_ev_per_a": [[-1.1, -2.7, -3.7], [-1.0, 0.8, 0.3], [-1.5, 2.5, 0.6], [0.3, -2.9, -0.6], [-2.7, -1.4, -0.1], [-0.8, -1.2, 3.1], [0.6, 3.2, -1.2], [-1.7, 2.0, -0.4], [-3.0, -0.4, 1.5], [0.2, -0.2, 0.4], [-0.2, 0.3, -0.1], [1.8, -0.5, -0.9], [1.6, 1.2, 0.4], [0.2, -0.9, 0.4], [1.7, -3.1, -0.6], [1.7, 0.5, -0.8], [2.6, 3.4, 3.2], [0.3, -2.3, -0.7], [0.1, 0.4, -0.1], [0.9, 1.0, -0.5]],
  "molar_mass_g_mol": 127.2,
  "energy_ha": -419.66395,
  "homo_ev": -12.272,
  "smiles": "C\\C(N)=[NH+]/C=C\\C=C\\O",
  "gap_ev": 8.989,
  "charge": 1,
  "de_lowest_kcal_mol": 58.3
}